This record from OMol25 describes a molecular structure, C8H21BeNOP2 in a non-equilibrium geometry. The level of theory is the ωB97M-V functional and the def2-TZVPD basis.

Geometry (Å):
Be 1.3413 0.1674 0.1063
H -3.0158 -0.2671 0.8735
H -3.1604 0.4494 1.1240
P 0.1548 -1.8677 -0.1365
P -0.0779 2.0173 -0.6548
C 1.4176 2.9320 -0.1843
H 1.2620 3.9808 -0.4634
H 1.6077 2.9148 0.8886
H 2.3086 2.5848 -0.7174
C -0.3763 2.6697 -2.3106
H -1.3672 2.3730 -2.6617
H -0.3605 3.7711 -2.2234
H 0.3972 2.3658 -3.0125
C -1.3928 2.7696 0.2953
H -1.2212 2.7181 1.3673
H -1.4720 3.8221 0.0151
H -2.3430 2.2818 0.0969
C -0.0401 -2.1874 -1.9411
H -0.1010 -3.2683 -2.1031
H -0.9461 -1.7077 -2.3252
H 0.8403 -1.7990 -2.4672
C 1.3689 -3.2036 0.1926
H 1.5328 -3.3113 1.2718
H 0.9587 -4.1358 -0.2066
H 2.3163 -2.9888 -0.3133
C -1.3444 -2.7789 0.4740
H -2.2774 -2.3163 0.1322
H -1.3501 -3.8277 0.1333
H -1.3762 -2.7974 1.5725
C 3.0957 -0.1021 0.4184
O 3.9829 -0.5035 1.0531
H -0.1171 0.5353 -0.8125
N -0.0457 0.8445 2.6526
C 0.5070 0.5947 1.6317

Computed properties:
E_tot ... -1144.672319 Eh
Spin multiplicity ... 1



This record from OMol25 describes a molecular structure, C10H26FN2NbPS in a non-equilibrium geometry. The level of theory is the ωB97M-V functional and the def2-TZVPD basis.

Geometry (Å):
C -2.8166 -2.9880 -1.7067
C -1.7873 -2.0608 -2.3742
C -2.4183 -0.6985 -2.6047
C -0.4468 -2.0699 -1.5924
C 0.3876 -0.7737 -1.5255
Nb 1.0048 -0.0637 0.5833
C 1.6681 0.1532 2.7315
N 2.4271 1.3937 3.0190
C 1.2691 2.0808 -0.2096
C 0.6469 3.1425 0.5696
N 1.3050 4.0475 1.1830
C -1.1994 0.2230 0.9849
C -1.5872 1.1298 2.1218
F -2.5428 2.0850 1.7171
P 3.5129 -0.3464 -0.1296
S 4.3760 -1.9599 0.6513
H -3.5985 -2.4161 -1.2207
H -2.3570 -3.6057 -0.9446
H -3.2883 -3.6528 -2.4215
H -1.6098 -2.4849 -3.3585
H -1.7272 0.0253 -3.0095
H -2.8622 -0.3057 -1.6981
H -3.2227 -0.7979 -3.3288
H 0.1736 -2.8350 -2.0474
H -0.6454 -2.4362 -0.5945
H -0.1056 0.0723 -1.9836
H 1.3171 -0.9155 -2.0693
H 0.9855 -1.8481 0.9536
H 0.8526 0.0703 3.4438
H 2.2974 -0.7087 2.9462
H 1.8114 2.0979 3.3912
H 2.8504 1.7916 2.1935
H 2.3267 2.3122 -0.3092
H 0.8355 2.1001 -1.2079
H -0.4398 3.1414 0.6368
H 0.6657 4.6673 1.6748
H -1.5593 -0.7846 1.1721
H -1.6479 0.5831 0.0675
H -0.7726 1.7151 2.5340
H -2.0504 0.5767 2.9300
H 4.2724 0.8031 0.1835
H 3.6528 -0.2991 -1.5321

Computed properties:
E_tot ... -1402.336143 Eh
Spin multiplicity ... 1
Net charge ... -1



This record from OMol25 describes C5H8O2S in the gas phase in a non-equilibrium geometry. The level of theory is the ωB97M-V functional and the def2-TZVPD basis.

Geometry (Å):
C 0.7494 2.5115 0.0494
O 1.2343 1.2000 0.2825
C 0.5070 0.2366 -0.3299
C 1.2162 -1.0866 -0.1712
O 2.3943 -1.3246 -0.2547
C -0.0557 -1.7838 0.3028
C -0.6998 -0.4067 0.4656
S -2.3862 -0.0727 -0.1663
H 0.3120 2.6598 -0.9381
H 0.0157 2.7489 0.8013
H 1.6322 3.1358 0.1528
H 0.1800 0.4048 -1.3833
H -0.4695 -2.4010 -0.4856
H 0.0232 -2.3705 1.2061
H -0.5841 -0.0969 1.5104
H -2.2605 1.2527 -0.3251

Computed properties:
E_tot ... -743.922024 Eh
Spin multiplicity ... 1



This record from OMol25 describes 14 unconnected molecules or ions with the total composition C26H84N4O14 in a non-equilibrium geometry. The level of theory is the ωB97M-V functional and the def2-TZVPD basis.

Geometry (Å):
C 1.3891 5.0324 2.1516
C 0.3227 4.1510 1.4843
O 0.0570 2.9843 2.2566
H 1.9683 4.4946 2.8948
H 0.9766 5.9627 2.5448
H 2.0968 5.3715 1.3812
H 0.5991 3.8976 0.4619
H -0.6033 4.7327 1.3700
H -0.5444 3.1802 3.0024
C 1.1989 1.3458 -5.2362
C 2.6229 1.8656 -5.2024
O 3.4326 1.1757 -6.1649
H 0.5596 1.9620 -4.5923
H 1.1369 0.3023 -4.9375
H 0.7345 1.4574 -6.2202
H 3.0261 1.6793 -4.1992
H 2.6844 2.9456 -5.3565
H 3.6964 1.7988 -6.8448
C 4.4009 -0.8499 -1.9273
C 3.2495 -1.7684 -1.5164
O 3.0677 -1.7951 -0.1000
H 4.3799 0.0971 -1.3791
H 4.3693 -0.5859 -2.9892
H 5.3587 -1.3579 -1.8054
H 3.4900 -2.7501 -1.9320
H 2.3207 -1.4359 -2.0010
H 3.4527 -0.9396 0.1479
C -3.8015 0.7303 -4.0822
C -3.2810 2.0598 -4.6648
O -2.3642 2.6507 -3.7409
H -4.7226 0.9560 -3.5407
H -3.1505 0.3711 -3.2851
H -3.9362 0.0353 -4.8999
H -4.1142 2.7564 -4.7818
H -2.8359 1.8299 -5.6363
H -1.8601 3.3513 -4.1635
C -5.1886 -4.3068 1.2863
C -4.0286 -3.5508 0.6714
O -2.8249 -4.1822 1.1388
H -6.1449 -3.8953 0.9512
H -5.1156 -4.1243 2.3562
H -5.2035 -5.3561 1.0001
H -4.0309 -2.5180 1.0607
H -4.0023 -3.3661 -0.4120
H -2.0592 -3.6625 0.8589
C -4.4013 1.0890 3.3856
C -3.0268 1.7619 3.3613
C -2.8712 2.8360 4.4300
O -1.4721 3.0943 4.5540
C -1.1851 4.3669 5.0810
N -1.9794 0.7064 3.4239
H -4.3140 0.1490 2.8427
H -5.1829 1.6665 2.8819
H -4.7397 0.8403 4.3934
H -2.9053 2.2410 2.3816
H -3.3577 2.5562 5.3719
H -3.3234 3.7719 4.0761
H -0.1214 4.5362 4.9599
H -1.5477 4.4525 6.1116
H -1.7477 5.1549 4.5540
H -1.4833 0.7739 4.3105
H -1.2487 0.9313 2.7521
C 4.9756 3.9496 1.5685
C 4.5951 2.5288 1.1316
C 5.2286 1.4875 2.0358
O 5.0501 0.2236 1.4088
C 5.8885 -0.7592 2.0094
N 3.1019 2.3902 1.1483
H 4.7740 4.1270 2.6304
H 4.3096 4.6579 1.0621
H 5.9857 4.2898 1.3277
H 4.9239 2.3364 0.1090
H 4.7931 1.5136 3.0418
H 6.2873 1.7895 2.0748
H 5.5480 -1.7508 1.7092
H 5.9242 -0.6738 3.0980
H 6.9179 -0.6923 1.6240
H 2.7537 2.8730 0.3284
H 2.7719 2.8900 1.9695
C -2.2066 -0.2884 -0.0834
C -0.6903 -0.3262 -0.2266
C 0.0192 0.8309 0.4693
O 0.1583 2.0014 -0.3252
C 1.0526 1.8914 -1.4056
N -0.2596 -1.6181 0.3220
H -2.6293 0.0757 0.8544
H -2.5848 -1.2909 -0.2842
H -2.7171 0.2907 -0.8629
H -0.4587 -0.3226 -1.2957
H 1.0226 0.4991 0.7570
H -0.5515 1.1188 1.3513
H 1.3338 2.9065 -1.6926
H 0.5853 1.4259 -2.2832
H 1.9402 1.2981 -1.1557
H -0.2092 -1.6017 1.3403
H 0.6493 -1.9399 0.0100
C 0.9217 -7.2579 -2.1616
C 1.0378 -6.0040 -1.2800
C -0.2803 -5.2748 -1.1357
O -0.8497 -4.9453 -2.3948
C -0.7512 -3.5719 -2.7141
N 1.4268 -6.4407 0.0753
H 1.9771 -7.5502 -2.2869
H 0.6639 -7.0240 -3.1973
H 0.3429 -8.0566 -1.7181
H 1.8059 -5.3569 -1.7053
H -0.1213 -4.3994 -0.4867
H -1.0570 -5.8498 -0.6185
H -1.4708 -2.9841 -2.1215
H -0.9526 -3.3988 -3.7660
H 0.2336 -3.1897 -2.4078
H 0.6633 -6.8099 0.6306
H 2.0705 -7.2187 -0.0290
O -4.7070 1.8860 0.1613
H -3.8886 2.2386 -0.2496
H -4.5525 1.9739 1.1031
O 0.5219 -2.5382 3.5785
H 1.1961 -1.8528 3.6086
H 0.9245 -3.2504 3.0460
O -2.3774 2.9752 -0.8215
H -2.4364 2.6893 -1.7480
H -1.4745 2.7057 -0.5490
O 1.8491 -3.8970 1.5069
H 2.1909 -3.1322 1.0249
H 1.8758 -4.6391 0.8712
O -6.4031 -0.2415 -0.6386
H -5.7557 0.3752 -0.2469
H -6.7784 0.2479 -1.3754

Computed properties:
E_tot ... -2313.245681 Eh
Spin multiplicity ... 1



This record from OMol25 describes a molecular structure, AgBrNa. The level of theory is the ωB97M-V functional and the def2-TZVPD basis.

Geometry (Å):
Na 0.1178 0.5091 1.9567
Ag 0.5716 -1.5381 -1.0787
Br -0.6893 1.0290 -0.8781

Computed properties:
E_tot ... -2882.570569 Eh
⟨S²⟩ ... 0.753
Spin multiplicity ... 2
Net charge ... +2



This record from OMol25 describes C3H8N2S in the gas phase in a non-equilibrium geometry. The level of theory is the ωB97M-V functional and the def2-TZVPD basis.

Geometry (Å):
H -2.9557 0.6176 -0.8678
N -2.1484 0.0661 -0.8824
C -1.8647 -0.5108 0.1969
N -0.6994 -0.9158 0.6818
S 0.5702 -1.8561 -0.2195
C 1.3020 -0.2341 -0.6412
C 1.4457 0.9211 0.2521
H -2.5479 -0.3491 0.9878
H -0.6908 -1.1519 1.6182
H 2.3137 -0.7316 -1.1298
H 0.7856 -0.0342 -1.6340
H 2.5437 0.9093 0.8572
H 0.6002 1.2439 1.0298
H 1.3458 2.0256 -0.2492

Computed properties:
E_tot ... -626.687893 Eh
Spin multiplicity ... 1



This record from OMol25 describes a molecular structure, C23H33BrNNbO3P in a non-equilibrium geometry. The level of theory is the ωB97M-V functional and the def2-TZVPD basis.

Geometry (Å):
C 6.4164 -2.5112 0.2666
C 5.5537 -1.8530 -1.0049
C 4.5288 -0.7281 -0.3115
Br 5.7179 0.8954 0.0230
Nb 2.7348 -0.2609 -1.6440
C 1.8581 1.2687 -0.1748
C 2.6618 2.6967 -0.1280
N 2.8598 3.3764 1.0539
P 1.2371 -2.0237 -0.4699
O 0.0977 -2.4083 -1.5404
O 2.0836 -3.4967 -0.0881
O 0.3596 -1.3405 0.9072
H 6.6967 -1.7242 1.0856
H 5.6748 -3.3167 0.7403
H 7.3625 -3.0502 -0.2131
H 6.3380 -1.3115 -1.7026
H 4.9806 -2.7199 -1.5468
H 4.1466 -1.1431 0.7385
H 3.2625 -1.5639 -2.7843
H 1.3107 0.0269 -2.7758
H 3.6110 1.0394 -2.5699
H 1.9130 0.7881 0.9146
H 0.7105 1.4140 -0.4625
H 3.0733 3.1896 -1.1158
H 3.4000 4.2726 0.8598
H 1.4909 -4.2309 -0.4253
H 1.0024 -1.1970 1.6644
C -0.5975 -3.0987 -4.6501
C -0.6169 -4.1617 -3.7477
C -1.0259 -5.4270 -4.1679
C -1.4067 -5.6316 -5.4944
C -1.3837 -4.5694 -6.3978
C -0.9835 -3.3020 -5.9753
H -0.2819 -2.1120 -4.3214
H -0.3136 -4.0038 -2.7157
H -1.0473 -6.2535 -3.4629
H -1.7208 -6.6186 -5.8233
H -1.6789 -4.7293 -7.4319
H -0.9711 -2.4735 -6.6780
C -4.1541 1.5650 1.8089
C -3.0593 1.9451 1.0333
C -2.3229 0.9813 0.3451
C -2.6878 -0.3629 0.4247
C -3.7850 -0.7426 1.1973
C -4.5157 0.2202 1.8930
H -4.7257 2.3160 2.3479
H -2.7791 2.9934 0.9659
H -1.4658 1.2771 -0.2537
H -2.1170 -1.1136 -0.1155
H -4.0702 -1.7900 1.2579
H -5.3671 -0.0766 2.4992
C -3.9004 6.0540 5.5391
C -2.8055 6.4341 4.7635
C -2.0692 5.4704 4.0753
C -2.4341 4.1261 4.1549
C -3.5313 3.7464 4.9275
C -4.2620 4.7092 5.6232
H -4.4720 6.8050 6.0781
H -2.5254 7.4824 4.6961
H -1.2121 5.7661 3.4765
H -1.8633 3.3754 3.6147
H -3.8165 2.6990 4.9881
H -5.1134 4.4124 6.2294

Computed properties:
E_tot ... -4148.802557 Eh
Spin multiplicity ... 1
Net charge ... -1



This record from OMol25 describes a molecular structure, C2H4CoO in a non-equilibrium geometry. The level of theory is the ωB97M-V functional and the def2-TZVPD basis.

Geometry (Å):
O 1.5694 0.1239 0.2080
Co 3.2855 0.0216 0.7296
C 0.4088 0.0951 0.4484
C -0.8539 0.2197 0.7210
H -1.3039 1.2141 0.6910
H -1.4086 -0.6643 1.0420
H -0.4797 -0.5527 -2.0256
H -1.2175 -0.4574 -1.8144

Computed properties:
E_tot ... -1534.934660 Eh
⟨S²⟩ ... 6.006
Spin multiplicity ... 5
Net charge ... +3